Record 1
Entry from the OMol25 dataset: C16H23MoN2O4 as an isolated structure (wB97M-V/def2-TZVPD).

Summary:
- Expectation value of S²: 2.0174
- F_max: 0.73 eV Å⁻¹
- Energy relative to the best compared isomer or geometry (same formula, charge and spin): 21.52 kJ/mol
- Electronic energy: -29984.855 eV
- HOMO level (spin up / spin down): -11.762 / -12.149 eV
- Net charge: +1
- Multiplicity: 3

Last column: Mulliken charge in e.
Element x y z (Å)
Mo1 0.57 -1.06 0.64  1.14
O1 4.54 -0.94 -0.02  -0.54
O2 0.19 -3.12 0.28  -0.33
O3 0.64 0.71 0.93  -0.46
O4 2.43 -1.46 0.44  -0.63
N1 -4.00 -1.15 0.12  0.01
N2 -1.58 -1.00 0.45  -0.43
C1 -4.89 -1.61 1.19  -0.92
C2 1.73 -0.72 -2.24  -0.17
C3 -4.59 -0.81 -1.19  -0.90
C4 3.39 -0.95 -0.35  0.35
C5 3.07 1.54 -3.14  -0.45
C6 1.92 1.11 -3.79  -0.50
C7 0.37 -2.94 1.49  0.97
C8 0.53 2.30 2.71  -1.67
C9 0.62 2.12 1.20  1.39
C10 3.55 0.85 -2.05  -0.61
C11 1.92 2.68 0.64  -1.46
C12 -0.59 2.69 0.49  -1.51
C13 2.88 -0.27 -1.58  0.48
C14 0.38 -3.99 2.53  -1.12
C15 -2.72 -1.07 0.30  0.29
C16 1.26 -0.02 -3.35  -0.68
H1 0.38 -0.38 -3.88  0.47
H2 1.26 -1.65 -1.96  0.55
H3 1.41 1.87 3.19  0.40
H4 1.97 2.54 -0.44  0.23
H5 -3.82 -0.46 -1.86  0.33
H6 -4.32 -1.78 2.09  0.34
H7 2.78 2.18 1.10  0.41
H8 1.08 -4.76 2.23  0.34
H9 -1.51 2.27 0.90  0.34
H10 3.59 2.42 -3.50  0.42
H11 -0.54 2.47 -0.58  0.36
H12 1.99 3.75 0.86  0.48
H13 -0.63 3.77 0.61  0.43
H14 -5.38 -2.54 0.89  0.33
H15 -5.65 -0.85 1.39  0.32
H16 0.49 3.36 2.96  0.42
H17 -5.07 -1.69 -1.61  0.32
H18 -0.61 -4.44 2.58  0.33
H19 4.46 1.16 -1.54  0.47
H20 1.55 1.65 -4.65  0.43
H21 0.65 -3.58 3.50  0.34
H22 -5.33 -0.02 -1.05  0.33
H23 -0.36 1.82 3.10  0.39

Record 2
Entry from the OMol25 dataset: a 8-piece molecular cluster, C13H23Cl15NO2S overall (wB97M-V/def2-TZVPD).

Summary:
- F_max: 1.26 eV Å⁻¹
- Electronic energy: -218109.302 eV
- HOMO level: -2.640 eV
- Net charge: -1

Last column: Mulliken charge in e.
Element x y z (Å)
Cl1 -6.09 -4.58 1.55  -0.07
Cl2 -5.59 -5.76 -3.60  -0.17
Cl3 -5.01 -6.16 3.77  -0.19
Cl4 3.08 -3.06 3.10  -0.17
Cl5 -4.01 -5.61 -1.13  -0.11
Cl6 -8.83 -3.23 0.76  -0.14
Cl7 -0.40 0.67 1.52  -0.12
Cl8 1.40 8.78 -3.51  -0.20
Cl9 0.06 -0.86 -0.96  -0.17
Cl10 2.66 6.81 -1.70  -0.09
Cl11 -0.40 -4.51 3.69  -0.18
Cl12 -10.10 -3.39 3.39  -0.15
Cl13 7.01 4.60 -0.38  -0.22
Cl14 1.75 -0.49 3.55  -0.08
Cl15 -1.84 -3.17 1.52  -0.22
S1 6.59 3.98 -2.27  1.04
O1 6.87 5.06 -3.17  -0.58
O2 7.32 2.76 -2.49  -0.57
N1 1.40 2.86 -0.29  -0.69
C1 1.84 3.94 0.28  0.36
C2 4.52 2.17 -2.12  -0.68
C3 3.06 -1.56 4.05  -0.35
C4 2.87 7.86 -3.11  -0.33
C5 2.28 4.99 0.77  -1.10
C6 -4.75 -5.59 2.12  0.10
C7 3.00 1.98 -2.00  -0.87
C8 -0.34 -3.23 2.47  -0.03
C9 2.50 1.92 -0.54  -0.43
C10 -5.53 -6.13 -1.87  -0.17
C11 -10.13 -3.95 1.72  -0.23
C12 4.82 3.65 -2.24  -0.38
C13 -1.08 0.10 -0.01  -0.38
H1 3.66 8.57 -2.91  0.29
H2 2.93 -1.82 5.09  0.30
H3 4.47 4.07 -3.19  0.32
H4 3.35 2.14 0.12  0.40
H5 4.36 4.23 -1.43  0.22
H6 2.43 2.76 -2.51  0.51
H7 -3.84 -5.01 2.08  -0.06
H8 0.49 -3.43 1.80  0.29
H9 3.13 7.25 -3.97  0.25
H10 -0.21 -2.28 2.96  0.10
H11 -10.00 -5.02 1.71  0.23
H12 2.74 1.03 -2.50  0.27
H13 5.04 1.77 -1.24  0.38
H14 4.01 -1.05 3.90  0.30
H15 2.13 0.92 -0.32  0.25
H16 2.52 5.88 1.30  0.46
H17 -11.08 -3.67 1.28  0.29
H18 -5.62 -7.20 -1.74  0.30
H19 -1.37 0.97 -0.59  0.37
H20 -6.34 -5.61 -1.37  0.16
H21 -4.68 -6.45 1.46  0.23
H22 4.89 1.65 -3.00  0.43
H23 -1.93 -0.53 0.22  0.28

Record 3
Entry from the OMol25 dataset: one molecule with the formula C12H18O2 (wB97M-V/def2-TZVPD).

Summary:
- F_max: 3.62 eV Å⁻¹
- Energy relative to the best compared isomer or geometry (same formula, charge and spin): 687.74 kJ/mol
- Electronic energy: -16823.593 eV
- HOMO level (spin up / spin down): -5.351 / -6.772 eV
- Net charge: 0

Last column: Mulliken charge in e.
Element x y z (Å)
O1 1.91 -0.06 1.95  -0.51
O2 3.17 1.41 -1.05  -0.54
C1 -0.30 -0.80 0.31  1.39
C2 -0.71 1.31 -0.48  0.01
C3 -1.13 -0.09 -0.63  0.32
C4 1.30 -1.55 -1.32  -1.81
C5 1.13 -0.90 -0.16  0.17
C6 -0.81 0.58 0.77  0.57
C7 -1.04 2.62 -1.17  -1.28
C8 2.08 -0.23 0.57  0.59
C9 -2.29 -0.82 -1.26  -1.43
C10 -0.88 -2.02 0.99  -1.74
C11 -1.77 0.78 1.95  -1.21
C12 3.36 0.39 -0.11  -0.93
H1 -1.88 -1.64 -1.81  0.30
H2 2.21 -1.78 -1.66  0.58
H3 0.50 -1.82 -1.97  0.29
H4 -0.12 3.18 -1.38  0.27
H5 3.91 0.72 0.67  0.57
H6 -2.55 1.61 1.74  0.27
H7 -1.71 3.10 -0.39  0.28
H8 2.70 0.39 2.32  0.33
H9 -1.99 -0.24 2.45  0.25
H10 -1.55 2.40 -2.13  0.29
H11 -1.92 -1.81 1.40  0.38
H12 3.96 -0.41 -0.51  0.37
H13 -0.92 -2.90 0.30  0.25
H14 -0.31 -2.18 1.86  0.50
H15 -3.06 -0.27 -1.84  0.35
H16 -1.21 1.29 2.80  0.34
H17 2.70 0.96 -1.78  0.39
H18 -2.79 -1.22 -0.42  0.40

Record 4
Entry from the OMol25 dataset: a 5-piece molecular cluster, C3H14NO4 overall (wB97M-V/def2-TZVPD).

Summary:
- Expectation value of S²: 0.7580
- F_max: 3.51 eV Å⁻¹
- Energy relative to the best compared isomer or geometry (same formula, charge and spin): 239.60 kJ/mol
- Electronic energy: -12995.642 eV
- HOMO level (spin up / spin down): -17.267 / -16.106 eV
- Net charge: +2
- Multiplicity: 2

Last column: Mulliken charge in e.
Element x y z (Å)
O1 -1.88 2.33 -3.53  -0.62
O2 -1.34 -2.32 0.65  -0.62
O3 1.45 -1.12 0.77  -0.62
O4 -2.65 -0.46 5.96  -0.34
N1 0.86 0.61 -0.82  0.03
C1 -0.31 0.55 -1.34  -0.17
C2 3.30 0.70 -1.18  -0.53
C3 2.05 0.43 -1.55  0.16
H1 -1.17 0.94 -0.85  0.30
H2 1.97 -0.33 -2.34  0.33
H3 -2.05 -1.11 5.52  0.40
H4 -3.42 -1.11 5.99  0.42
H5 0.62 -1.60 0.87  0.34
H6 4.19 0.34 -1.67  0.29
H7 -1.98 -2.04 1.31  0.30
H8 -1.16 2.62 -4.10  0.33
H9 -1.71 -2.98 0.05  0.32
H10 -2.56 3.01 -3.56  0.33
H11 2.18 -1.73 0.66  0.34
H12 -0.53 0.12 -2.32  0.30
H13 1.00 0.85 0.20  0.43
H14 3.59 1.14 -0.22  0.28

Record 5
Entry from the OMol25 dataset: one molecule with the formula C16H11NO5 (wB97M-V/def2-TZVPD).

Summary:
- F_max: 0.90 eV Å⁻¹
- Energy relative to the best compared isomer or geometry (same formula, charge and spin): 0.00 kJ/mol
- Electronic energy: -28499.615 eV
- HOMO level: -8.687 eV
- Net charge: 0
- SMILES: O=C1OCc2ccc(NC(=O)c3ccccc3C(=O)O)cc21

Last column: Mulliken charge in e.
Element x y z (Å)
O1 -0.27 1.85 -1.00  -0.63
O2 -4.16 -1.41 0.01  -0.47
O3 -2.03 -1.96 0.32  -0.65
O4 3.76 3.37 1.74  -0.57
O5 4.43 1.85 3.25  -0.33
N1 0.02 -0.25 -0.16  -0.07
C1 -1.60 0.15 -1.93  0.21
C2 -2.43 0.39 -4.19  -0.56
C3 -3.47 -0.48 -3.91  -0.55
C4 -2.65 -0.73 -1.65  0.54
C5 -3.59 -1.02 -2.65  -0.60
C6 2.72 1.19 1.87  -0.21
C7 4.11 0.52 3.63  -0.53
C8 -2.88 -1.41 -0.35  0.46
C9 1.01 -0.06 0.79  0.90
C10 -1.52 0.71 -3.20  -0.57
C11 2.28 -1.06 2.61  -1.28
C12 1.29 -1.13 1.64  -0.30
C13 3.00 0.12 2.72  0.42
C14 3.65 2.28 2.22  0.31
C15 -0.57 0.68 -0.96  0.52
C16 1.74 1.13 0.90  -0.39
H1 -0.73 1.42 -3.39  0.46
H2 0.71 -2.04 1.54  0.43
H3 -4.20 -0.72 -4.67  0.40
H4 1.54 1.97 0.26  0.64
H5 3.81 0.52 4.68  0.25
H6 -4.41 -1.68 -2.42  0.44
H7 5.00 -0.10 3.52  0.25
H8 -0.42 -1.17 -0.13  0.28
H9 -2.34 0.83 -5.17  0.41
H10 -4.28 -1.89 0.84  0.36
H11 2.47 -1.90 3.26  0.41

Record 6
Entry from the OMol25 dataset: a 7-piece molecular cluster, H14O7 overall (wB97M-V/def2-TZVPD).

Summary:
- F_max: 2.20 eV Å⁻¹
- Energy relative to the best compared isomer or geometry (same formula, charge and spin): 161.84 kJ/mol
- Electronic energy: -14559.784 eV
- HOMO level: -10.705 eV
- Net charge: 0
- SMILES: O.O.O.O.O.O.O

Last column: Mulliken charge in e.
Element x y z (Å)
O1 0.45 -1.45 -2.88  -0.64
O2 -0.45 -2.02 2.34  -0.65
O3 -1.78 0.37 -1.43  -0.65
O4 1.35 0.61 2.66  -0.60
O5 1.79 0.86 -2.18  -0.68
O6 -1.22 1.49 1.60  -0.59
O7 0.39 -0.54 -0.16  -0.73
H1 0.71 0.49 1.97  0.31
H2 -2.51 0.64 -0.82  0.29
H3 0.76 0.90 3.33  0.30
H4 2.54 1.29 -1.73  0.28
H5 0.47 -1.94 -2.05  0.34
H6 -0.11 -1.50 3.08  0.33
H7 0.93 0.06 -0.64  0.32
H8 -0.03 -1.65 1.55  0.35
H9 -2.22 -0.27 -1.97  0.33
H10 -1.80 0.86 1.16  0.27
H11 1.82 1.21 -3.08  0.29
H12 -0.47 -0.31 -0.53  0.47
H13 1.04 -0.73 -2.68  0.35
H14 -1.66 1.63 2.45  0.31